Here is 2 unconnected molecules or ions with the total composition C5H11NO from the OMol25 dataset. Energies are from ωB97M-V with the def2-TZVPD basis set.

XYZ file:
```
18
Properties=species:S:1:pos:R:3:forces:R:3:mulliken_charge:R:1
C 2.0320 -1.1040 1.1088 0.7 0.4 -0.6 -0.556
C 1.0924 -0.1088 1.2434 -0.1 -4.4 -2.7 -0.529
C -0.2499 -0.1521 0.5314 -1.4 0.7 1.1 -0.602
C -0.6799 1.1160 0.1842 -1.0 -2.0 0.6 0.708
C -2.0886 1.4574 -0.3133 1.2 2.1 -1.3 -1.157
N 0.2644 2.1210 0.1730 2.3 1.0 -1.4 -0.575
H 3.1476 -0.8871 0.8788 -1.8 -0.2 1.7 0.184
H 1.7750 -2.1840 0.9738 -0.1 1.2 -0.6 0.282
H 1.3580 0.8117 1.6207 0.7 1.9 0.3 0.496
H -0.9575 -1.0605 0.3048 1.7 1.7 0.9 0.364
H -1.7832 1.6924 -1.4107 -1.4 0.1 1.5 0.268
H -2.7729 0.6348 -0.3047 -0.2 -0.6 0.1 0.336
H -2.6506 2.3775 0.1907 1.6 -1.8 -1.0 0.280
H 0.0024 3.0747 -0.0428 -0.5 -0.3 0.1 0.238
H 1.1322 1.9053 -0.4161 -1.7 0.2 1.5 0.262
O -0.2768 -2.8719 -1.9898 -1.9 4.1 -0.1 -0.645
H 0.1165 -1.9806 -1.7426 -0.6 -1.9 -0.4 0.348
H 0.3602 -3.5068 -1.8717 2.5 -2.2 0.5 0.297
```
Positions in Å, forces in eV/Å.

Computed properties:
Net charge   0
Electronic energy   -326.99458 Eh
Lowest unoccupied orbital energy   0.76 eV
Energy relative to the best compared isomer or geometry (same formula, charge and spin)   85.8 kcal/mol
Molar mass   101.15 g mol⁻¹
HOMO-LUMO gap   8.22 eV
Highest occupied orbital energy   -7.46 eV

Here is 2 unconnected molecules or ions with the total composition C5H11NO from the OMol25 dataset. Energies are from ωB97M-V with the def2-TZVPD basis set.

XYZ file:
```
18
Properties=species:S:1:pos:R:3:forces:R:3:mulliken_charge:R:1
C 1.3945 0.6171 -0.3835 -0.9 -3.3 3.3 0.273
C 2.8685 1.1063 -0.4155 -1.3 -1.9 -1.6 -0.868
C -3.1876 -0.0002 -0.8575 2.6 0.9 4.4 -0.860
C 1.6608 -1.4153 1.0412 4.1 -6.3 5.2 -1.374
C 0.8652 -0.6140 0.3580 -2.4 7.6 -6.0 1.148
N 0.5395 1.3008 -1.1317 -2.3 0.5 -0.8 -0.727
O -0.4799 -0.8476 0.1235 1.5 -0.9 0.9 -0.464
H 3.5155 0.2201 -0.2452 0.0 0.9 0.2 0.307
H 3.0964 1.9679 0.2051 0.0 -0.1 0.0 0.236
H 2.9398 1.3377 -1.5183 0.4 0.2 1.2 0.286
H -2.0957 -0.3213 -0.7655 -2.0 0.3 -0.8 0.082
H -3.6847 -0.3567 0.0740 -0.1 -0.7 -1.1 0.276
H -3.1878 1.0529 -0.5507 0.2 0.3 -0.7 0.293
H 1.4073 -2.3676 1.6607 -0.2 2.0 -1.3 0.255
H 2.7208 -1.1951 1.1890 -0.5 0.1 -0.4 0.278
H -3.6544 -0.1074 -1.7578 -1.3 -0.7 -2.2 0.306
H -0.4766 1.0377 -0.9407 1.8 0.5 -0.2 0.278
H -0.7615 -1.7129 0.4872 0.4 0.6 -0.2 0.275
```
Positions in Å, forces in eV/Å.

Computed properties:
2S+1   3
Net charge   0
Electronic energy   -326.88925 Eh
<S²>   2.01
Lowest unoccupied orbital energy (alpha / beta)   0.59 / -2.84 eV
Energy relative to the best compared isomer or geometry (same formula, charge and spin)   0.9 kcal/mol
Molar mass   101.15 g mol⁻¹
HOMO-LUMO gap (alpha / beta)   6.31 / 6.31 eV
Highest occupied orbital energy (alpha / beta)   -5.72 / -9.15 eV

Here is a gas-phase ion, C5H11NO (charge +1) from the OMol25 dataset. Energies are from ωB97M-V with the def2-TZVPD basis set.

XYZ file:
```
18
Properties=species:S:1:pos:R:3:forces:R:3:mulliken_charge:R:1
C -0.8884 -0.5330 -0.2793 -0.3 0.4 -1.0 -0.879
C 0.1397 0.6294 -0.2378 -0.4 0.5 0.4 0.785
C 1.6051 0.2094 -0.1055 -0.2 -0.2 0.2 -1.279
C -0.2081 1.5392 -1.4299 0.2 -0.5 -1.2 -1.350
C -0.6663 -1.5968 0.7802 0.2 1.4 1.7 0.407
N -0.5946 -1.1827 2.0382 0.2 -0.5 -0.4 -0.249
O -0.5361 -2.7805 0.4631 0.1 -0.7 -0.7 -0.175
H -1.8989 -0.1536 -0.0942 0.0 -0.1 0.2 0.414
H -0.9287 -0.9190 -1.2957 0.2 -0.6 0.2 0.541
H -0.1006 1.2436 0.6384 0.1 -0.3 0.2 0.171
H 2.1739 0.0556 -1.0204 -0.3 0.3 -0.2 0.389
H 2.0873 0.9626 0.5073 0.4 0.0 -0.1 0.345
H 1.6848 -0.7385 0.4247 0.1 0.0 0.3 0.308
H -0.4903 2.5613 -1.2031 0.1 0.0 0.4 0.334
H -1.0146 1.1274 -2.0417 -0.2 0.0 0.2 0.380
H 0.6118 1.5486 -2.1511 0.2 0.2 0.2 0.347
H -0.2540 -1.7754 2.7932 -0.3 0.1 -0.3 0.269
H -0.7218 -0.1975 2.2138 0.1 0.0 0.1 0.243
```
Positions in Å, forces in eV/Å.

Computed properties:
2S+1   2
Net charge   +1
Electronic energy   -326.77727 Eh
<S²>   0.76
Lowest unoccupied orbital energy (alpha / beta)   -4.05 / -9.02 eV
Energy relative to the best compared isomer or geometry (same formula, charge and spin)   29.4 kcal/mol
Molar mass   101.15 g mol⁻¹
HOMO-LUMO gap (alpha / beta)   11.93 / 6.94 eV
Highest occupied orbital energy (alpha / beta)   -15.98 / -15.97 eV